An isolated ion of composition C14H23BN3O6P2S and charge +1 at a distorted geometry. Source: OMol25; level of theory: ωB97M-V/def2-TZVPD.

```
50
Properties=species:S:1:pos:R:3:forces:R:3
C 5.421 1.441 -0.675 -0.6 0.2 -0.1
C 3.865 1.831 -0.713 -1.4 -0.1 3.6
O 3.247 1.805 0.395 2.0 -0.1 -4.2
O 3.136 2.163 -1.885 1.2 -1.4 1.3
C 2.497 0.958 -2.451 0.2 0.3 -1.2
C 1.152 1.389 -3.203 0.0 0.1 -0.2
C -0.049 0.320 -3.065 -0.3 1.5 -0.4
C -0.997 0.803 -1.859 -0.7 0.2 0.1
C -1.250 -0.285 -0.707 -2.0 0.0 -1.6
N -0.045 -1.176 -0.477 1.7 0.0 1.7
C 0.809 -0.819 0.514 -2.9 1.3 -0.1
P 2.388 -1.738 1.040 0.3 0.5 -0.8
P 1.788 -3.790 1.600 -2.5 -4.5 -1.1
O 0.912 -4.443 0.509 1.9 2.8 2.8
O 1.036 -3.857 3.136 3.2 -0.2 -2.3
O 3.245 -4.704 1.642 -1.9 3.0 0.1
S 0.085 0.729 1.269 1.0 -1.4 0.0
C -1.656 0.170 0.775 0.3 -0.7 -0.9
B -1.809 -1.302 1.528 -1.2 -1.5 1.5
N -2.645 -2.399 0.894 0.9 0.7 1.4
O -1.216 -1.617 2.808 -1.3 1.2 -1.6
C -2.856 1.173 1.015 -3.3 3.0 1.0
C -3.925 0.978 2.155 0.8 3.1 -3.1
C -4.996 2.075 2.258 1.0 -0.9 -0.2
N -5.223 3.230 1.475 3.4 -2.5 -0.8
C -4.288 3.455 0.434 1.0 -3.1 1.8
C -3.121 2.481 0.209 -0.6 -0.7 0.9
H 5.480 0.328 -0.938 0.0 1.6 0.1
H 5.781 1.547 0.409 -0.7 0.0 -1.7
H 6.074 2.072 -1.361 -1.0 -1.0 0.8
H 3.222 0.578 -3.261 -1.0 0.1 1.5
H 2.350 0.229 -1.587 -0.1 0.7 -1.4
H 1.296 1.565 -4.334 0.3 -0.4 1.9
H 0.851 2.421 -2.782 0.3 -1.8 -0.6
H -0.658 0.409 -4.043 0.9 -0.3 1.6
H 0.295 -0.765 -3.011 -0.3 1.5 0.1
H -0.664 1.798 -1.395 -0.1 -1.6 -0.8
H -2.031 1.022 -2.326 1.5 -0.4 1.0
H -2.106 -0.912 -1.158 1.6 0.4 1.1
H 0.127 -2.033 -1.038 -0.3 0.6 0.6
H 2.909 -1.196 2.271 -1.0 0.1 -0.5
H 1.757 -4.098 3.775 -0.9 0.2 -0.3
H 3.773 -4.333 0.893 -0.2 -0.7 0.6
H -3.574 -2.307 1.364 0.6 -0.1 -0.8
H -2.289 -3.309 1.260 -0.4 0.8 -0.3
H -1.642 -1.050 3.488 0.9 -0.3 -0.3
H -3.898 0.106 2.884 -0.2 1.3 -1.1
H -5.744 1.927 3.123 1.2 0.4 -1.6
H -4.434 4.382 -0.224 0.3 -1.6 1.1
H -2.382 2.747 -0.630 -1.3 -0.4 1.5
```
Positions in Å, forces in eV/Å.

Molar mass: 434.18 g mol⁻¹
Lowest unoccupied orbital energy: -4.93 eV
Frontier orbital gap: 7.133 eV
Charge: +1

Atomic partial charges in e from the Löwdin method, atoms 1 to 5: C 0.007; C -0.401; O -0.001; O -0.081; C -0.150

C14H23BN6OTi as an isolated structure at a distorted geometry. Source: OMol25; level of theory: ωB97M-V/def2-TZVPD.

```
46
Properties=species:S:1:pos:R:3:forces:R:3
H -1.004 -3.646 -0.806 -0.1 0.0 0.4
N -1.080 -1.572 -1.314 1.0 -1.0 -1.8
B -0.956 0.612 -2.816 0.7 0.4 -1.4
N -1.138 -0.945 -2.580 -1.1 -1.0 0.8
C -1.532 -1.878 -3.506 0.4 -0.1 1.1
Ti -1.648 -0.940 0.731 0.5 0.9 -1.9
H -1.853 -1.608 -4.517 0.6 0.1 0.5
C -1.546 -3.153 -2.906 0.3 1.0 0.0
H -1.833 -4.095 -3.377 0.3 0.5 0.3
C -1.165 -2.910 -1.570 -1.0 1.3 -0.9
H -1.423 0.881 -3.904 -0.4 -0.2 0.3
C 2.884 2.802 2.128 -2.2 0.0 -0.3
H 2.406 2.787 3.107 0.0 0.0 0.0
H 2.507 1.965 1.533 0.0 0.1 0.1
H 2.624 3.733 1.625 0.0 0.0 0.0
N 0.610 1.145 -3.075 -0.1 -0.6 1.6
N -1.804 1.348 -1.713 -1.3 -0.1 0.9
N 1.413 0.972 -2.000 -1.4 -0.8 1.5
N -1.837 1.002 -0.342 0.1 2.0 -0.8
C 1.362 1.742 -4.052 0.7 0.0 0.5
C -2.730 2.339 -1.938 0.4 -0.4 1.2
H 0.959 1.990 -5.010 -0.2 0.0 -0.3
H -3.054 2.652 -2.936 0.7 -0.2 0.5
C 2.665 1.946 -3.562 -1.5 -0.6 0.4
C -3.239 2.778 -0.698 0.7 -0.5 -0.6
C 2.601 1.434 -2.242 0.8 0.4 -0.4
C -2.584 1.970 0.251 -0.3 -0.7 -1.6
H 3.541 2.368 -3.997 0.1 0.3 -0.6
H -3.996 3.544 -0.527 0.5 -0.3 -0.1
H 3.383 1.392 -1.461 -0.6 0.0 -0.7
H -2.656 2.038 1.316 -0.1 -0.3 0.4
H 3.909 2.731 2.234 2.1 -0.1 0.2
C 1.879 -1.568 3.258 0.3 0.2 -0.4
C 0.349 -1.670 3.151 -0.7 0.7 -1.2
C -0.094 -3.123 3.024 -0.2 -0.4 -0.3
C -0.337 -0.911 4.282 -0.5 0.5 0.1
O -0.216 -0.961 1.791 2.1 -1.6 3.7
H 2.317 -2.043 4.170 -0.8 0.2 -0.5
H 2.219 -0.525 3.267 -0.2 -0.2 -0.1
H 2.359 -2.061 2.406 -0.2 0.1 0.1
H 0.092 -3.761 3.914 0.1 0.6 -0.3
H -1.172 -3.172 2.802 0.3 0.0 0.2
H 0.432 -3.586 2.174 -0.1 0.1 0.3
H 0.009 0.134 4.282 0.0 -0.3 0.0
H -1.418 -0.873 4.090 0.2 -0.1 0.1
H -0.205 -1.306 5.312 0.2 -0.1 -0.8
```
Positions in Å, forces in eV/Å.

Spin multiplicity: 3
Molar mass: 350.06 g mol⁻¹
Lowest unoccupied orbital energy (spin up / spin down): 0.23 / -0.25 eV
Energy relative to the best compared isomer or geometry (same formula, charge and spin): 0.000 eV
Frontier orbital gap (spin up / spin down): 6.873 / 7.937 eV

Atomic partial charges in e from the Löwdin method, atoms 1 to 5: H 0.095; N -0.061; B -0.408; N -0.006; C -0.061

C14H23ClMnN7O2S as an isolated structure. Source: OMol25; level of theory: ωB97M-V/def2-TZVPD.

```
49
Properties=species:S:1:pos:R:3:forces:R:3
Mn -0.487 -0.252 -0.207 -0.1 0.0 0.0
N -0.298 1.347 1.059 0.0 0.0 0.0
C -1.401 1.315 2.073 0.0 0.0 0.0
C -1.739 -0.129 2.409 0.0 0.0 0.0
N -1.812 -0.978 1.171 0.0 0.0 0.0
C -3.156 -1.080 0.510 0.0 0.0 0.0
C -3.471 0.198 -0.237 0.0 0.0 0.0
N -2.273 0.572 -1.053 0.0 0.0 0.0
H 0.619 1.268 1.503 0.0 0.0 0.0
H -0.293 2.245 0.577 0.0 0.0 0.0
H -2.250 1.846 1.652 0.0 0.0 0.0
H -1.104 1.849 2.975 0.0 0.0 0.0
H -2.681 -0.187 2.956 0.0 0.0 0.0
H -0.965 -0.559 3.045 0.0 0.0 0.0
H -1.554 -1.928 1.437 0.0 0.0 0.0
H -3.918 -1.306 1.257 0.0 0.0 0.0
H -3.100 -1.923 -0.180 0.0 0.0 0.0
H -3.706 1.018 0.437 0.0 0.0 0.0
H -4.343 0.052 -0.875 0.0 0.0 0.0
H -2.272 1.574 -1.237 0.0 0.0 0.0
H -2.349 0.135 -1.971 0.0 0.0 0.0
C 5.723 0.417 -0.793 0.0 0.0 0.0
C 4.566 -0.472 -0.554 0.0 0.0 0.0
N 4.445 -1.705 -0.972 0.0 0.0 0.0
N 3.256 -2.123 -0.506 0.0 0.0 0.0
C 2.615 -1.195 0.187 0.0 0.0 0.0
S 1.137 -1.392 1.055 0.0 -0.1 0.0
N 3.440 -0.126 0.167 0.0 0.0 0.0
N 3.127 1.092 0.773 0.0 0.0 0.0
H 6.438 -0.104 -1.424 0.0 0.0 0.0
H 6.211 0.673 0.150 0.0 0.0 0.0
H 5.421 1.341 -1.289 0.0 0.0 0.0
H 2.967 -3.083 -0.658 0.0 0.0 0.0
H 3.347 1.840 0.122 0.0 0.0 0.0
H 3.709 1.205 1.601 0.0 0.0 0.0
Cl 1.949 -2.382 -7.691 0.0 0.0 0.0
C 1.473 -1.956 -6.125 0.0 0.0 0.0
C 1.927 -0.746 -5.576 0.0 0.0 0.0
C 1.542 -0.398 -4.308 0.0 0.0 0.0
C 0.695 -1.257 -3.572 0.0 0.0 0.0
C 0.243 -2.470 -4.137 0.0 0.0 0.0
C 0.633 -2.818 -5.404 0.0 0.0 0.0
C 0.277 -0.894 -2.279 0.0 0.0 0.0
O -0.554 -1.582 -1.538 0.0 0.0 0.0
O 0.647 0.196 -1.638 0.0 0.0 0.0
H 2.566 -0.104 -6.165 0.0 0.0 0.0
H 1.871 0.539 -3.879 0.0 0.0 0.0
H -0.408 -3.124 -3.572 0.0 0.0 0.0
H 0.301 -3.740 -5.859 0.0 0.0 0.0
```
Positions in Å, forces in eV/Å.

Spin multiplicity: 4
Molar mass: 443.84 g mol⁻¹
Lowest unoccupied orbital energy (spin up / spin down): -12.50 / -11.00 eV
Frontier orbital gap (spin up / spin down): 4.742 / 6.255 eV
Charge: +3

Atomic partial charges in e from the Löwdin method, atoms 1 to 5: Mn 0.787; N -0.016; C -0.145; C -0.132; N -0.136